Here is a molecular structure, C7H8IMoN3O3S2 from the Open Molecules 2025 dataset. Energies are from wB97M-V/def2-TZVPD.

Structure (ORCA input):
```
! RIJCOSX wB97M-V def2-TZVPD def2/J DEFGRID3
* xyz 3 2
Mo 0.3135 0.3092 0.6061
O -0.1543 -1.0271 -0.6949
N 0.6048 -2.1323 -0.9383
C 0.0825 -3.1126 -1.6914
C 0.8666 -4.2140 -1.9625
C 2.1618 -4.2775 -1.4611
C 2.6679 -3.2348 -0.6878
C 1.8541 -2.1528 -0.4347
S 2.3137 -0.7415 0.5151
H -0.9303 -2.9639 -2.0403
H 0.4557 -5.0104 -2.5676
H 2.7846 -5.1378 -1.6709
H 3.6726 -3.2623 -0.2870
O -2.0028 -1.7447 3.3056
S -1.2412 -0.5590 3.4597
N -0.4718 -0.1594 2.1541
N -1.1564 3.5084 -1.6682
C -0.2895 2.9014 -0.9229
O -0.4241 1.6423 -0.6931
C 0.8940 3.6565 -0.3861
I 1.6373 2.6963 1.3749
H -1.9288 2.9953 -2.0850
H -1.0854 4.4970 -1.8851
H 0.6536 4.6828 -0.1146
H 1.7062 3.6462 -1.1148
*
```

* molecular weight: 469.1 g/mol
* Kohn-Sham gap (alpha / beta): 6.51 / 6.69 eV
* electronic energy: -1822.6953 Ha
* E_HOMO (alpha / beta): -19.64 / -19.67 eV